# 1
ORCA calculation (wB97M-V/def2-TZVPD) on C36H41BiF5N4OPS as an isolated structure.

```
90
Properties=species:S:1:pos:R:3:forces:R:3
H 4.5366 1.5726 0.6872 -0.0589 -0.1600 0.1125
C -5.5838 1.3853 0.9402 0.0765 0.2368 -1.0064
H 0.3227 -4.8438 -0.9628 -0.0393 0.1682 -0.0847
C -4.2362 1.6735 0.8208 0.0590 -0.2310 0.2282
H -4.0177 1.8846 -2.5462 0.1111 0.0476 -0.0486
F 4.1238 -5.6510 5.5575 0.2834 -0.3553 0.0825
H -2.1672 -0.9680 -0.1142 0.0235 -0.1121 0.0889
H 4.9722 -1.3947 -1.6480 0.0310 0.2025 0.1076
H 4.1545 -1.9993 2.0015 -0.1489 0.4228 -0.0352
F 0.4400 -2.5289 3.1245 -0.0561 -0.0128 0.0127
C -0.3421 4.1838 -1.6291 -0.0331 -0.2810 -0.0539
H -3.0954 4.6655 -0.0139 -0.0319 -0.0129 0.1517
Bi 1.1852 -1.5585 0.3689 0.2845 0.3415 -0.3505
H 4.6586 -2.6044 -0.4440 -0.2428 -0.6053 0.2358
H -3.3484 -1.7273 -1.1910 0.5078 0.0426 -0.0078
H 5.5751 -0.9914 2.0620 0.2257 0.0530 0.0435
N -0.2116 -0.5650 -2.0113 0.4476 -0.4504 -0.1309
C -1.3749 5.4163 2.7928 -0.4672 0.2800 0.0394
C -1.6204 -0.8731 -2.1599 -0.3730 -0.0685 0.3697
C 5.0275 0.7924 0.0975 -0.8565 -0.0826 -0.0885
C -1.2578 3.1251 -1.8362 0.1427 -0.0584 -0.0731
H 1.8420 -3.4537 -2.0062 -0.1941 0.0249 -0.2227
N 0.8654 -3.2070 -2.1319 -0.0077 -0.0770 0.0454
C -0.6510 4.2453 2.9008 0.5953 0.1461 0.3673
C -1.6949 3.3656 0.9274 0.3444 -0.3201 0.0011
C 1.3794 -3.3078 3.6877 0.2973 -0.4293 -0.0283
H 1.0019 5.6276 -2.5078 0.1140 -0.0779 0.1512
C 0.3191 4.8080 -2.6785 -0.7218 -0.4941 -0.8393
H -1.2413 6.2167 3.5116 0.0567 -0.1121 0.0306
H -0.1386 0.4138 -1.7959 0.3604 0.3510 -0.0747
C 0.6060 -2.4698 -3.3703 0.7821 0.1781 0.2384
H -1.1471 3.1153 -5.2431 0.1004 0.0532 0.1942
C 2.3214 -3.9628 2.8900 -0.2057 0.2031 -0.3257
H -1.8050 -1.3679 -3.0974 -0.0065 -0.4964 -0.4182
C -1.5143 2.7447 -3.1586 0.4999 0.6253 0.1150
C 2.8931 -0.4570 -0.0883 -0.2151 -0.8688 0.7349
C 0.0354 4.4080 -3.9999 0.1997 0.3524 0.4325
H 6.1523 -1.6672 -0.3372 -0.2343 -0.0096 -0.0947
C -0.9036 3.4172 -4.2252 -0.0730 -0.4098 0.0391
H -3.6289 1.7247 1.7069 0.1379 0.0658 0.3013
H 0.5595 4.8676 -4.8404 -0.2301 -0.0587 0.2666
H -0.1089 4.4993 -0.6239 -0.0391 0.0298 0.1217
C -2.2526 -1.6252 -0.9852 -0.3935 -0.2031 -0.1020
C -2.3000 5.5736 1.7659 0.1983 -0.6212 -0.2545
H 0.3619 -0.4338 -4.0570 -0.2769 0.0607 -0.5465
C 2.2658 -4.2685 5.6940 -0.6266 0.3155 -0.1806
C -5.7860 1.4794 -1.4560 0.3264 0.0301 0.1972
H 2.6644 0.3443 -0.7683 -0.0675 0.4747 -0.3415
H 1.6602 -0.6042 -2.9215 -0.1705 -0.3054 0.0558
H 0.0848 4.1423 3.6942 -0.1169 -0.0025 -0.0431
H -2.1876 0.0427 -2.2627 -0.2948 0.3902 0.0732
H 6.0564 0.7644 0.3931 0.7547 -0.0460 0.1342
C -4.4293 1.7443 -1.5586 0.3328 0.1308 0.0600
C 3.2515 -4.7543 3.5566 -0.2937 0.0106 0.3705
C -0.0118 -4.3427 -1.8783 -0.2828 -0.2080 -0.3936
H -2.9029 6.4707 1.6805 0.1235 -0.0556 -0.0321
P -1.7972 2.0668 -0.3875 0.1062 0.7867 0.0200
N -1.5963 -2.8875 -0.6751 -0.1595 -0.3431 0.2305
H -0.3848 -2.7328 -3.7223 0.0116 -0.1900 -0.2349
H -6.0323 1.2691 1.8999 -0.1944 -0.1260 0.5478
H -1.8882 -3.5271 -2.6518 0.1648 0.1962 -0.1206
H -2.1533 1.9124 -3.3783 -0.2551 -0.2221 -0.0851
C 0.1479 2.0390 2.0781 -0.0829 0.1037 0.4919
C 4.5156 -0.9780 1.8108 0.1590 -0.1322 -0.5247
H -7.4266 1.0981 -0.1465 0.1836 0.0143 0.0612
H 0.0207 -5.0920 -2.6918 0.0380 0.0561 0.1069
F 4.1973 -5.4141 2.8886 0.0231 0.0180 -0.0905
C -6.3594 1.3001 -0.2137 -0.4956 -0.1087 0.3210
H -2.1012 -4.7874 -1.5391 0.1799 0.0236 0.3013
O -1.4385 0.5924 2.7106 -0.1042 0.5246 -0.1240
C 0.6433 -0.9566 -3.1514 0.1721 0.3570 0.9460
H 1.3436 -2.7180 -4.1568 -0.3914 0.0159 0.1495
H 4.9630 1.1257 -0.9430 0.0591 -0.2192 -0.0153
H 4.0318 -0.2454 2.4717 -0.0710 -0.2696 -0.2500
C -1.4762 -3.9010 -1.7146 0.0652 0.0046 0.0549
C 1.3306 -3.4676 5.0557 0.2690 -0.0343 -0.3205
H 1.2173 2.2313 1.9051 -0.4372 -0.1998 0.0137
C 4.3586 -0.5926 0.3093 -0.1479 0.4080 -0.0372
C 5.0791 -1.6280 -0.5845 0.3574 0.5565 0.1536
C -0.7869 3.2197 1.9795 0.0830 -0.6845 -0.4083
H -6.3779 1.4222 -2.3501 -0.2106 -0.0394 -0.2223
F 2.2202 -4.4118 7.0137 0.0835 -0.0615 0.2505
H -1.9268 -3.3155 0.1873 0.0308 0.4369 -0.2427
C -2.4267 4.5419 0.8350 -0.4464 0.4830 -0.0621
S 2.3206 -3.8661 1.1278 0.1224 0.0163 0.2152
C -3.6292 1.8576 -0.4177 -0.1435 0.1017 -0.5781
H -1.4357 -0.3255 2.9926 0.0792 -0.1966 0.0639
F 0.3810 -2.8487 5.7424 -0.2848 0.1964 0.4326
C 3.2080 -4.9183 4.9375 0.3320 0.1896 -0.3446
N -0.0989 0.8497 2.4654 0.2460 0.3264 -0.3252
```
Forces are in eV/Å.

Output
E_HOMO (spin up / spin down), hartree: -0.2450 / -0.2449
Calculated total energy, eV: -85551.84648
Orbital gap (spin up / spin down), eV: 7.09 / 7.08
Lowest unoccupied orbital energy (spin up / spin down), hartree: 0.015 / 0.015

# 2
ORCA calculation (wB97M-V/def2-TZVPD) on C36H41Cl2N5OP2PtSSeTe as an isolated structure.

```
91
Properties=species:S:1:pos:R:3:forces:R:3
H -0.3443 -1.4280 5.3741 0.0399 -0.0023 0.0123
C -2.8470 -0.4517 -2.5029 -0.0068 0.0616 0.0975
H -3.3846 -0.7854 -1.6229 0.0027 -0.0273 -0.0005
C 3.5175 0.5968 2.2907 -0.1238 -0.0149 -0.1415
H 2.7797 -3.2753 -4.3346 0.0057 0.0013 -0.0073
Se -0.0369 3.5424 4.1801 0.1035 0.0988 -0.1150
C -2.4324 4.3637 -1.6162 0.0403 -0.0001 -0.0388
H 0.8414 -1.8930 -3.8683 0.0270 -0.0224 0.0421
H -2.6680 5.4046 -1.8381 -0.0143 -0.0010 0.0185
C -1.1073 5.0150 0.2632 -0.0257 0.0330 0.0005
C -1.4545 -0.5529 -2.5655 0.1365 -0.0423 -0.0529
C 4.0086 0.3827 -3.4235 -0.0947 0.0079 0.0555
N -2.2575 4.2169 -0.1772 0.0115 -0.0461 -0.0306
H -3.9597 -5.7892 -0.3194 -0.0017 0.0014 -0.0018
C 0.0305 -1.7996 3.3545 0.0937 -0.0798 0.0418
H 3.9660 -4.4485 -2.5112 -0.0036 -0.0066 -0.0022
C -0.7909 -0.1036 -3.7049 0.0178 -0.0356 -0.0341
H -3.4529 0.8193 -5.5808 -0.0025 0.0055 0.0034
O -1.2635 -3.6343 2.6472 0.0839 -0.0215 -0.0454
C -0.2873 -0.7893 4.4865 0.0062 -0.0466 -0.0682
P -0.5854 -1.3081 -1.1621 0.2059 -0.0284 -0.1626
C 0.8644 0.1615 4.7838 0.1410 -0.0539 -0.0522
Cl 2.4174 1.0425 -2.9557 0.1634 0.0945 -0.0095
C -0.9252 2.6022 -2.3474 0.1312 -0.2872 0.3063
C -0.0624 2.2909 2.9664 -0.4253 0.3903 -0.2603
H -4.6354 0.1392 -3.5143 -0.0010 -0.0043 -0.0076
C -2.1262 2.8177 0.1888 0.0644 0.0728 -0.0027
C -2.1260 -3.4355 -1.9022 -0.0514 0.0792 0.0556
C 3.1120 -3.8230 -2.2890 -0.0063 0.0102 0.0094
C 1.5558 -2.9067 -0.7114 -0.0050 -0.0532 -0.0199
C 2.4545 -3.1534 -3.3097 0.0057 -0.0099 -0.0008
C -1.6760 -0.1732 4.3543 -0.0615 -0.0166 0.0222
H 0.2889 -0.0868 -3.7425 -0.1458 -0.0272 -0.0288
N -1.2238 4.0122 -2.3623 -0.0285 0.1280 -0.1005
C 5.0759 0.4699 4.0071 0.0152 0.0286 0.0222
C 0.9099 -2.1947 -1.7269 0.0421 0.0561 0.2135
C -0.5265 -3.1625 3.7841 -0.0338 0.0265 -0.0430
C -0.1257 4.8634 -1.9081 -0.0341 -0.0179 -0.0261
H -3.3196 -5.0627 -2.6059 0.0005 -0.0004 0.0016
H -1.2354 -3.0786 4.6052 0.0248 0.0113 0.0208
S 3.6425 2.2373 2.8209 -0.0065 -0.0243 -0.0009
H -1.3518 6.0658 0.1082 0.0053 -0.0009 0.0100
N -0.5632 -1.6319 1.9704 -0.0951 0.4493 0.1591
N -0.1747 1.4735 2.1303 0.2765 -0.3619 0.0219
H -0.0459 2.3902 -2.9552 -0.0515 0.0237 -0.0683
H -1.8653 -3.1160 -2.9027 -0.0004 0.0209 -0.0039
H -3.0121 -4.6546 1.6291 0.0078 0.0067 0.0128
H -3.2632 3.7400 -1.9505 0.0008 -0.0028 0.0041
H 3.8328 -0.4014 -4.1495 0.0262 -0.0182 0.0039
C -3.3006 -4.9438 -0.4603 -0.0144 -0.0109 -0.0548
C 1.3575 -2.3476 -3.0372 -0.0801 -0.0423 -0.0850
H 1.1870 -2.8543 0.3067 0.0323 0.0382 0.0052
C 2.6487 -3.7106 -0.9860 -0.0102 -0.0042 -0.0203
Cl 4.8659 -0.3071 -2.0424 -0.0429 -0.0021 0.0316
H 3.1309 -4.2562 -0.1859 -0.0004 -0.0007 -0.0006
H -1.8897 0.4540 5.2193 0.0054 -0.0124 0.0011
C -2.9494 -4.5327 -1.7388 -0.0292 -0.0454 0.0297
H 0.9919 3.3583 0.8637 -0.0608 0.0087 0.0699
H -1.7777 2.0381 -2.7186 0.0149 0.0147 -0.0232
C -1.9316 -3.1886 0.4857 0.0292 0.0534 0.0696
C 0.6760 3.4186 -0.1748 -0.0138 -0.1185 -0.0843
H 5.1666 2.5723 4.6668 -0.0054 -0.0071 0.0118
H -1.7835 0.4385 3.4638 -0.0416 -0.0262 0.0167
H 0.7810 4.6230 -2.4659 0.0013 -0.0114 0.0085
N 0.1239 4.7258 -0.4794 0.0189 0.0139 -0.0216
C -1.2415 -2.7051 1.7075 0.0542 -0.1759 -0.0862
Te 2.5470 0.0020 0.6292 0.0652 0.3212 -0.1482
H 1.7442 -0.4114 5.0867 0.0026 -0.0265 0.0372
C -1.6447 -2.7313 -0.7975 -0.0756 0.0790 -0.0030
C 4.3630 -0.2300 3.0359 -0.1822 -0.0297 0.1480
H 4.5916 1.1976 -3.8338 0.0295 -0.0072 0.0221
H -2.4424 -0.9523 4.3206 -0.0116 -0.0068 0.0050
H 0.2343 -3.8985 4.0342 -0.0151 -0.0130 -0.0408
C -2.7767 -4.2953 0.6396 0.0053 0.0923 0.0506
H -2.9828 2.2522 -0.1883 -0.0071 -0.0013 0.0085
H -0.9362 4.8515 1.3280 -0.0020 -0.0136 0.0062
C -2.8924 0.4487 -4.7331 0.0054 0.0073 -0.0136
C 4.7662 1.8164 4.0075 -0.0079 0.0198 -0.0176
P -0.5785 2.0999 -0.5572 0.0335 0.1847 0.4759
H -2.0916 2.7084 1.2710 -0.0032 0.0281 -0.0153
Pt -0.3119 0.0999 0.6515 -0.3331 -0.5094 -0.5015
H 1.1120 -1.8454 3.1994 0.0058 0.0223 0.0829
H -0.3987 5.8976 -2.1184 0.0188 0.0030 0.0084
H 0.6107 0.8410 5.5971 -0.0075 -0.0465 -0.0278
H 4.4434 -1.2944 2.8657 -0.0206 0.0045 -0.0049
H 1.5492 3.2399 -0.8080 0.0357 -0.0366 0.0373
C -3.5580 0.0622 -3.5746 -0.0091 -0.0011 -0.0070
H -0.9841 0.6978 -5.6814 -0.0019 -0.0059 -0.0069
H 1.1412 0.7602 3.9221 0.1717 -0.1562 0.1916
H 5.7826 0.0236 4.6901 0.0184 0.0131 -0.0142
C -1.5099 0.3694 -4.7946 -0.0328 0.0526 0.0494
```
Forces are in eV/Å.

Output
E_HOMO (spin up / spin down), hartree: -0.4704 / -0.4714
Net charge: +2
Calculated total energy, eV: -177825.86819
Orbital gap (spin up / spin down), eV: 4.74 / 4.75
Lowest unoccupied orbital energy (spin up / spin down), hartree: -0.296 / -0.297

> Which value of calculated total energy does entry 1 give?

-85551.84648 eV